No. 1
{"formula": "C2H2CoO2", "method": "ωB97M-V/def2-TZVPD", "s2": 6.0190, "total_charge": 1, "homo_ev": [-15.06, -15.05], "e_above_lowest_ev": 4.131, "energy_ha": -1610.14192, "spin_multiplicity": 5, "species": ["Co", "O", "O", "C", "C", "H", "H"], "coordinates": [[0.6200, 1.0772, -1.6398], [0.9195, 0.4382, 0.1853], [-0.7378, 0.7957, -2.6691], [-0.9099, -0.9865, 1.0996], [0.0508, -0.2793, 0.8910], [1.8042, 0.4473, 0.5858], [-1.7468, -1.4926, 1.5472]], "forces_ev_per_a": [[-1.602, -0.172, -1.230], [1.355, 0.471, 0.340], [1.122, 0.284, 0.602], [0.968, 0.942, 0.544], [-2.066, -1.461, -0.240], [-0.026, -0.085, 0.240], [0.248, 0.021, -0.255]], "lowdin_charge": [1.005, -0.047, -0.195, 0.199, -0.202, 0.169, 0.071]}

---

No. 2
{"formula": "C5H17N2O", "method": "ωB97M-V/def2-TZVPD", "total_charge": 1, "homo_ev": -13.37, "e_above_lowest_ev": 1.150, "energy_ha": -385.19848, "species": ["O", "N", "N", "C", "C", "C", "C", "C", "H", "H", "H", "H", "H", "H", "H", "H", "H", "H", "H", "H", "H", "H", "H", "H", "H"], "coordinates": [[0.6393, -1.8191, -1.9110], [-1.2722, -0.6663, 0.3139], [-0.1822, 1.7446, 0.3401], [-0.4717, -0.4228, 1.5365], [-0.3466, 1.1707, -2.0238], [0.4437, 0.8023, 1.2968], [0.2923, -1.5973, 2.1023], [0.5347, 1.7674, -0.9579], [-1.8498, 0.1648, 0.1329], [-0.1950, 2.6853, 0.7001], [0.5774, -2.2061, -2.7943], [-1.2786, 1.7338, -2.0352], [1.5368, 1.3272, -1.0276], [-1.1780, -0.1733, 2.3399], [-0.7290, -0.8097, -0.5591], [1.3434, 0.3835, 0.8391], [-0.4697, 0.0946, -1.8808], [-0.0242, 1.2417, -3.0607], [0.9223, 2.7599, -1.2490], [-0.2558, -2.5325, 1.9891], [0.6423, -1.3284, 3.0893], [-1.9686, -1.4155, 0.3746], [0.6953, 1.2517, 2.2536], [1.2544, -1.8572, 1.6345], [1.3397, -2.2993, -1.4433]], "forces_ev_per_a": [[0.095, -0.199, 0.416], [-0.974, -0.288, -0.719], [1.402, -0.292, 0.091], [0.348, 0.728, 1.479], [-0.441, 0.237, -0.730], [-0.563, -0.391, -0.942], [0.958, -0.726, -1.200], [0.841, 0.757, -1.140], [0.532, 0.343, 0.003], [-0.054, 0.030, 0.276], [0.080, 0.015, 0.174], [-0.387, -0.395, 0.219], [-0.241, -0.937, 0.949], [-0.293, 0.106, -0.549], [0.102, -0.256, 0.549], [0.204, 0.265, 0.193], [-0.280, 0.463, -0.211], [0.674, 0.187, 0.073], [-1.168, 0.254, 0.259], [-0.294, 0.056, 0.862], [-0.613, -0.315, 0.575], [0.485, -0.277, 0.322], [-0.010, 0.038, 0.026], [-0.220, 0.550, -0.600], [-0.184, 0.050, -0.376]], "lowdin_charge": [-0.050, 0.205, -0.054, -0.338, -0.104, -0.148, -0.043, -0.270, 0.160, 0.115, 0.072, 0.086, 0.113, 0.155, 0.103, 0.115, 0.016, 0.088, 0.125, 0.090, 0.096, 0.181, 0.135, 0.088, 0.065]}

---

No. 3
{"formula": "C5H7N", "method": "ωB97M-V/def2-TZVPD", "homo_ev": -8.17, "e_above_lowest_ev": 4.735, "energy_ha": -249.29923, "species": ["N", "C", "C", "C", "C", "C", "H", "H", "H", "H", "H", "H", "H"], "coordinates": [[3.2092, -0.7069, 0.0758], [-1.4001, 0.3771, 0.2267], [0.6753, -0.1463, 0.0063], [-0.5928, -0.9472, 0.3246], [2.0520, -0.4345, 0.0956], [-0.1283, 1.1371, -0.2444], [-1.7863, 0.7263, 1.1901], [-2.2335, 0.3680, -0.4835], [-0.8465, -1.6611, -0.4635], [0.1286, 2.0326, 0.3377], [-0.6492, -1.4643, 1.2918], [-0.1631, 1.4123, -1.3018], [1.7348, -0.6931, -1.0553]], "forces_ev_per_a": [[-0.260, 0.267, 0.707], [-0.035, 0.008, -0.008], [0.526, -0.386, -0.932], [0.121, -0.244, -0.111], [1.212, -0.029, 0.906], [0.194, 0.066, -0.214], [0.197, -0.092, -0.176], [0.242, -0.021, 0.104], [-0.044, 0.021, 0.139], [0.151, -0.342, -0.096], [0.247, 0.152, -0.221], [-0.024, 0.062, 0.126], [-2.526, 0.538, -0.225]], "lowdin_charge": [0.113, -0.163, -0.201, -0.128, -0.364, -0.127, 0.104, 0.102, 0.107, 0.110, 0.110, 0.107, 0.228]}

---

No. 4
{"formula": "C8H6O", "method": "ωB97M-V/def2-TZVPD", "homo_ev": -9.18, "e_above_lowest_ev": 6.606, "energy_ha": -383.39403, "species": ["O", "C", "C", "C", "C", "C", "C", "C", "C", "H", "H", "H", "H", "H", "H"], "coordinates": [[-2.7963, 2.0450, -0.0522], [1.7982, 0.0987, -0.4241], [-2.6428, -0.8917, 0.3434], [-3.7517, -0.9140, 0.9722], [1.1895, 0.0510, 0.9649], [-1.9590, 1.5347, 0.5447], [-1.6109, -0.8769, -0.4297], [0.7848, -0.4450, -1.4051], [-0.4533, -0.7091, -0.9847], [1.9697, 0.2661, 1.6873], [0.3730, 0.6452, 1.1341], [2.8272, -0.4645, -0.6743], [2.1317, 1.0896, -0.5958], [0.9321, -0.8930, 1.2707], [1.2078, -0.5361, -2.3515]], "forces_ev_per_a": [[1.763, -0.972, 1.224], [0.629, -2.101, -0.166], [-1.211, -0.875, -0.060], [0.210, -0.029, 0.024], [3.989, -0.076, 0.226], [-1.724, 2.146, -1.014], [3.250, 0.169, -1.139], [-0.471, 0.973, 2.010], [-1.347, -0.369, -0.011], [0.139, 0.648, 0.239], [-1.806, 1.786, -0.008], [-2.221, 0.623, 1.162], [-0.159, 1.295, -0.801], [-0.883, -2.646, 0.256], [-0.156, -0.573, -1.941]], "lowdin_charge": [0.056, -0.210, -0.296, 0.122, -0.108, 0.021, -0.066, -0.027, 0.004, 0.084, 0.012, 0.165, 0.096, 0.056, 0.090]}

---

No. 5
{"formula": "H5NS", "method": "ωB97M-V/def2-TZVPD", "homo_ev": -9.92, "smiles": "N.S", "e_above_lowest_ev": 0.071, "energy_ha": -455.92581, "species": ["S", "N", "H", "H", "H", "H", "H"], "coordinates": [[-0.0776, -0.7645, 1.1648], [0.2547, 1.2810, -2.0589], [0.4301, 0.4549, 1.3460], [-1.1073, -0.5432, 1.9907], [-0.6215, 1.3885, -2.5539], [0.0683, 0.7499, -1.2133], [0.8246, 0.6803, -2.6448]], "forces_ev_per_a": [[-0.009, -0.210, -0.049], [0.159, -0.135, -0.027], [0.034, 0.155, 0.089], [0.004, 0.064, -0.011], [-0.110, 0.026, 0.095], [-0.147, 0.049, -0.115], [0.068, 0.052, 0.019]], "lowdin_charge": [0.486, 0.006, -0.216, -0.219, 0.002, -0.063, 0.003]}

---

No. 6
{"formula": "C11H18", "method": "ωB97M-V/def2-TZVPD", "homo_ev": -9.03, "smiles": "Cc1ccccc1.CC(C)C", "e_above_lowest_ev": 0.981, "energy_ha": -429.90455, "species": ["C", "C", "C", "C", "C", "C", "C", "C", "C", "C", "C", "H", "H", "H", "H", "H", "H", "H", "H", "H", "H", "H", "H", "H", "H", "H", "H", "H", "H"], "coordinates": [[-1.1977, -0.2247, -0.7248], [1.2388, -1.6910, 0.9369], [1.3430, -2.7217, 2.0758], [-1.6166, 0.9072, -0.0042], [-1.5862, 2.1830, -0.5513], [-1.1089, 2.3055, -1.8510], [-0.8270, 1.1951, -2.6231], [-0.8516, -0.0778, -2.0555], [2.2082, -2.0401, -0.1850], [-2.3360, 3.3336, 0.0443], [1.5386, -0.2927, 1.4322], [1.3341, 0.4957, 0.6942], [1.8071, -1.8329, -1.1935], [-1.9154, 3.5386, 1.0412], [-2.4242, 4.2203, -0.5527], [-1.2224, -1.1356, -0.1586], [2.3591, -3.1213, -0.3129], [-0.6011, -1.0052, -2.5513], [0.9781, -2.2045, 2.9708], [0.7256, -3.6217, 1.9738], [0.9358, -0.0140, 2.2965], [3.2163, -1.6121, -0.2313], [2.6026, -0.1457, 1.6832], [2.3719, -3.0614, 2.1269], [-1.0320, 3.2571, -2.3703], [-3.3661, 3.0027, 0.2623], [-2.1810, 0.7564, 0.9167], [-0.5987, 1.2169, -3.6842], [0.2055, -1.6097, 0.5947]], "forces_ev_per_a": [[-0.600, 1.685, 0.708], [0.467, 0.052, 0.153], [-0.575, 0.512, -0.065], [-0.556, -0.201, -0.113], [-0.492, -0.093, -1.046], [0.170, 0.061, -1.044], [0.402, -1.213, -0.081], [0.143, -0.572, 0.828], [-0.368, -1.076, -2.176], [-0.281, -0.851, 1.845], [0.581, 1.093, 0.199], [-0.074, -0.403, -0.169], [-0.141, 0.505, 0.362], [-0.099, 0.439, -0.306], [0.383, 0.347, -0.349], [-0.232, -0.474, -0.578], [-0.012, -0.006, 0.561], [0.070, 0.255, -0.631], [0.475, -0.415, 0.241], [0.015, 0.213, -0.402], [-0.003, -0.136, 0.181], [-0.274, 0.268, 0.782], [-0.283, -0.278, 0.165], [0.190, 0.116, 0.574], [-0.246, 0.137, 0.379], [0.261, 0.082, -0.176], [0.502, 0.044, 0.142], [0.102, 0.555, 0.136], [0.474, -0.645, -0.120]], "lowdin_charge": [-0.103, -0.482, -0.076, -0.055, -0.287, -0.062, -0.084, -0.092, -0.093, -0.056, -0.106, 0.074, 0.067, 0.084, 0.067, 0.084, 0.072, 0.100, 0.071, 0.074, 0.072, 0.080, 0.084, 0.072, 0.110, 0.088, 0.117, 0.103, 0.073]}